(1)
This record from the OMol25 dataset describes a 2-piece molecular cluster, C9H14 overall. The level of theory is the ωB97M-V functional and the def2-TZVPD basis.

Summary:
LUMO energy: 1.0 eV
structure (SMILES): Cc1ccccc1.CC
total charge: 0
HOMO level: -9.09 eV
Kohn-Sham gap: 0.3708 Ha

Structure (XYZ):
```
23
C9H14 (the ωB97M-V functional and the def2-TZVPD basis)
C -2.37649 1.58313 0.22490
C -1.25135 0.83100 0.87298
C -0.97270 0.97699 2.22753
C 0.11754 0.32039 2.79681
C 1.02373 -0.40597 2.04517
C 0.79732 -0.47404 0.68111
C -0.34477 0.08620 0.13303
H -3.23218 1.68155 0.89602
H -2.74096 1.13483 -0.70356
H -2.04307 2.59183 -0.02834
H -1.57663 1.50733 2.95713
H 0.23159 0.36392 3.87281
H 1.92325 -0.81295 2.47827
H 1.53156 -0.78863 -0.04718
H -0.50432 -0.05200 -0.92818
C 1.06726 -1.89618 -3.16168
C 1.71145 -0.64421 -3.79274
H 0.68515 -2.53307 -3.96626
H 1.74032 -2.49146 -2.56156
H 0.17897 -1.56197 -2.62238
H 2.63884 -0.36794 -3.28201
H 1.04789 0.22344 -3.71994
H 1.89928 -0.82530 -4.84439
```

(2)
This record from the OMol25 dataset describes C13H16N2O5S in the gas phase. The level of theory is the ωB97M-V functional and the def2-TZVPD basis.

Summary:
LUMO energy: 0.6 eV
structure (SMILES): CCOC(=O)c1cc(S(=O)(=O)NCc2ccco2)cn1C
total charge: 0
HOMO level: -8.58 eV
Kohn-Sham gap: 0.3375 Ha

Structure (XYZ):
```
37
C13H16N2O5S (the ωB97M-V functional and the def2-TZVPD basis)
C -2.27650 -3.85190 -1.68337
C -0.91651 -3.69632 -1.03027
O -0.87925 -2.43051 -0.36977
C 0.24211 -2.14821 0.30171
O 1.19270 -2.89690 0.35880
C 0.16278 -0.83224 0.92811
C -0.86985 0.09019 0.87178
C -0.44591 1.21046 1.58918
S -1.30022 2.75063 1.77034
O -0.95588 3.31861 3.03853
O -2.67212 2.57169 1.41467
N -0.61746 3.75500 0.62086
C -0.79929 3.37534 -0.76019
C 0.10814 2.27209 -1.21157
C 1.45000 2.07620 -1.04875
C 1.74688 0.83139 -1.65636
C 0.56677 0.36774 -2.14574
O -0.42660 1.23026 -1.87927
C 0.82181 0.94163 2.06408
N 1.18407 -0.28908 1.66544
C 2.43998 -0.92256 1.95504
H -3.05854 -3.81282 -0.93030
H -2.44329 -3.04965 -2.39688
H -2.32671 -4.80567 -2.20041
H -0.73334 -4.48667 -0.29346
H -0.10902 -3.73321 -1.77106
H -1.81076 -0.03003 0.37669
H 0.31890 4.02767 0.87227
H -1.83581 3.04219 -0.84643
H -0.66178 4.26627 -1.38414
H 2.14350 2.73385 -0.56497
H 2.70514 0.35878 -1.72282
H 0.31293 -0.52389 -2.68257
H 1.45345 1.56041 2.66972
H 3.03988 -0.25966 2.57527
H 2.27761 -1.86619 2.47643
H 2.97217 -1.14489 1.02946
```

(3)
This record from the OMol25 dataset describes C9H13NO2Pd as an isolated structure. The level of theory is the ωB97M-V functional and the def2-TZVPD basis.

Summary:
2S+1: 5
LUMO energy (alpha / beta): 0.8 / -2.2 eV
total charge: 0
HOMO level (alpha / beta): -7.74 / -8.56 eV
Kohn-Sham gap (alpha / beta): 0.3150 / 0.2328 Ha
expectation value of S²: 6.039

Structure (XYZ):
```
26
C9H13NO2Pd (the ωB97M-V functional and the def2-TZVPD basis)
C 1.74089 -1.28803 1.48517
C 0.86844 -2.24700 0.89487
C -0.46741 -1.86616 1.17587
C -0.43325 -0.68480 1.96027
C 0.92876 -0.32666 2.15476
Pd 0.59370 0.05058 -0.04254
N 1.61770 1.80051 0.58018
C 1.64841 -0.26553 -1.61309
C 1.08747 -1.43257 -2.04909
H -1.37407 -2.41468 0.91690
H 1.16696 -3.15533 0.36667
H -1.30096 -0.15451 2.35736
H 1.26836 0.53720 2.73855
H 2.83292 -1.29227 1.47509
H 1.49905 -2.44794 -1.88466
H 1.00327 0.64049 -2.02390
H 0.92334 2.16687 -0.14835
H 0.27242 -1.43808 -2.79405
H 2.58125 -0.45982 -0.97666
C -2.85519 2.39555 -0.82379
C -1.66428 1.51643 -0.47631
O -1.13436 0.74784 -1.36947
O -1.29588 1.67162 0.71363
H -3.12017 2.41772 -1.87310
H -2.65386 3.41953 -0.50501
H -3.73349 2.10901 -0.23931
```

(4)
This record from the OMol25 dataset describes C7H9NO in the gas phase. The level of theory is the ωB97M-V functional and the def2-TZVPD basis.

Summary:
LUMO energy: 0.8 eV
structure (SMILES): O[C@]12C=CC=C1NCC2
total charge: 0
HOMO level: -7.24 eV
Kohn-Sham gap: 0.2947 Ha

Structure (XYZ):
```
18
C7H9NO (the ωB97M-V functional and the def2-TZVPD basis)
O 0.09474 -1.54008 1.37254
C 0.19285 -0.67462 0.35837
C 1.55059 -0.69596 -0.37480
C 2.24799 0.46999 -0.21017
C 1.22962 1.47423 0.33531
C 0.01884 0.80589 0.59184
N -1.28175 1.11395 0.59040
C -2.08005 0.07348 -0.20809
C -0.86608 -0.83979 -0.74700
H 1.21935 -1.63659 1.56231
H 2.09054 -1.49979 -0.84662
H 3.34015 0.40213 -0.31925
H 1.11662 2.55333 0.47034
H -1.68501 2.02521 0.73898
H -2.78628 -0.62016 0.38539
H -2.80616 0.70614 -0.91399
H -1.14737 -1.78514 -1.22280
H -0.44861 -0.33222 -1.56275
```

Energy above the lowest of the compared OMol25 structures with the same formula, charge and spin (kJ/mol)
39.6; 114.0; 100.1; 419.1